(1)
Entry from the OMol25 dataset: 4 unconnected molecules or ions with the total composition C17H17BF24O9S (wB97M-V/def2-TZVPD).

Structure (XYZ):
```
69
Properties=species:S:1:pos:R:3:forces:R:3:nbo_charge:R:1
S 1.328999 2.138663 -2.906133 0.35 0.05 0.07 1.77
F 0.953655 -3.278951 6.316344 0.00 0.00 0.01 -0.31
F -5.652545 0.879371 4.503826 0.02 0.00 0.01 -0.31
F 0.802990 2.065960 -7.823429 0.00 0.01 -0.01 -0.31
F -5.141796 2.744347 3.472006 0.06 0.02 -0.03 -0.33
F 1.609620 -2.030886 8.773997 0.01 0.00 -0.01 -0.32
F 4.552583 0.879777 -8.347145 -0.02 0.03 0.02 -0.32
F -3.942968 -2.423392 1.538495 0.06 0.03 0.00 -0.32
F 1.580995 0.405983 7.601379 0.02 -0.04 0.01 -0.32
F -2.889077 0.475279 4.886542 0.09 -0.02 0.07 -0.33
F -1.136981 -3.243368 6.974764 -0.03 0.03 0.05 -0.33
F 1.895607 1.329259 5.657745 -0.02 0.01 0.06 -0.33
F -3.743950 2.304749 5.728162 0.00 -0.03 0.01 -0.32
F 5.012559 1.127823 -5.712622 -0.01 -0.02 0.00 -0.32
F 4.376500 -1.018033 -7.299214 0.04 0.02 -0.05 -0.33
F 3.052335 2.004923 -6.137774 0.01 0.02 -0.02 -0.32
F -4.486179 -1.673785 4.912349 0.03 0.02 0.01 -0.32
F 3.277261 -1.730102 6.642697 0.00 0.01 0.03 -0.32
F 1.445185 4.272373 -9.192860 0.02 0.00 0.01 -0.32
F -2.704137 -1.075629 2.709438 -0.01 0.00 0.04 -0.32
F 4.138799 0.275005 6.823148 0.01 -0.01 -0.02 -0.32
F -3.309150 -3.303900 4.048369 -0.01 0.00 0.00 -0.32
F 0.382394 1.942298 -9.972243 0.03 0.00 -0.05 -0.33
F 0.603573 -3.970037 8.875533 0.01 0.01 0.01 -0.32
F 3.272417 3.278235 -8.518181 0.01 -0.02 0.02 -0.32
O -2.207151 0.124373 -1.063169 0.09 0.05 -0.09 -0.93
O 2.533835 -0.043037 -7.975844 -0.19 0.34 0.32 -0.51
O 1.271170 2.091038 -1.472422 -0.17 -0.08 -0.01 -0.89
O -0.139667 1.569531 -3.501509 -0.39 0.13 -0.20 -0.46
O -4.876357 -0.609023 2.337729 -0.17 -0.02 0.58 -0.51
O -1.906250 -0.429154 -3.407782 0.47 -0.07 0.25 -0.92
O -1.148686 1.662436 -2.483510 0.37 -0.15 0.23 -0.43
O 0.877134 -0.609342 5.720872 0.33 -0.45 0.02 -0.51
O 2.185480 0.832345 -3.421150 -0.16 0.07 0.09 -0.71
C -3.432075 1.672738 4.576934 -0.03 0.11 -0.05 0.52
C 3.785584 0.189299 -7.484978 0.05 -0.11 -0.16 0.85
C 1.767670 -0.419323 -3.012353 0.14 -0.08 0.21 0.11
C -4.320695 -2.437391 3.816461 -0.03 -0.02 -0.05 0.50
C 3.247582 -0.480706 6.144077 -0.02 0.03 -0.05 0.50
C 2.410355 -1.516474 -3.360713 0.06 -0.02 0.06 -0.46
C -4.579877 0.774949 2.395572 0.10 0.13 -0.59 -0.13
C 1.378215 1.934317 -9.033671 -0.02 0.00 0.23 0.60
C 0.061897 -2.591626 7.057609 0.20 -0.07 -0.15 0.60
C 1.849812 0.139866 6.311224 -0.13 0.21 -0.01 0.85
C 2.046308 0.558648 -9.158954 0.03 -0.33 -0.35 -0.13
C 2.219343 3.177079 -9.352597 -0.06 -0.01 -0.08 0.52
C 0.446536 -2.670516 8.539981 -0.10 -0.03 0.00 0.52
C -3.951980 -1.574568 2.596400 0.07 0.01 -0.26 0.85
C -0.181202 -1.206491 6.446961 -0.49 0.33 -0.11 -0.14
C 3.746119 0.851579 -6.099381 0.05 -0.01 -0.03 0.50
C -4.708738 1.478557 3.751710 -0.15 -0.15 0.10 0.60
B -1.738556 0.398050 -2.328152 -0.13 -0.01 -0.14 1.30
H 3.284787 0.178067 -5.381700 -0.04 -0.02 -0.02 0.16
H 2.574404 3.142782 -10.385875 0.02 -0.01 0.01 0.14
H -1.584773 -0.408048 -0.554495 -0.24 0.07 0.15 0.51
H 0.932078 -0.436200 -2.325248 -0.20 0.08 -0.21 0.18
H -0.340784 -2.237517 9.162398 0.02 0.02 0.00 0.14
H -0.951324 -1.373928 5.695239 0.01 -0.01 -0.01 0.24
H 3.374308 -1.506032 -3.847683 -0.11 0.03 -0.32 0.22
H -3.622186 0.998203 1.923546 0.07 -0.01 0.14 0.21
H 3.516886 -0.503225 5.086648 0.00 0.00 0.00 0.15
H -5.348003 1.234960 1.776578 -0.02 -0.03 0.01 0.23
H 1.239936 -0.100210 -9.476679 0.01 -0.02 0.02 0.23
H -0.605096 -0.520905 7.181693 0.12 -0.05 0.12 0.21
H -2.702706 2.275404 4.030305 0.02 -0.04 -0.02 0.15
H -5.239988 -2.989464 3.614662 0.00 0.00 0.00 0.15
H 1.977350 -2.470486 -3.108171 0.12 -0.08 0.25 0.22
H 2.792761 0.558566 -9.954040 0.07 0.14 0.07 0.21
H -1.212141 -1.085084 -3.531715 -0.22 -0.04 -0.21 0.51
```
Positions in Å, forces in eV/Å.

The calculation puts the gap between HOMO and LUMO at 10.4 eV. As for the HOMO energy: -10.5 eV.



(2)
Entry from the OMol25 dataset: a single C19H17F4NO5 molecule (wB97M-V/def2-TZVPD).

Structure (XYZ):
```
46
Properties=species:S:1:pos:R:3:forces:R:3:nbo_charge:R:1
F 2.694257 -4.633837 0.248944 -0.11 -0.06 0.32 -0.32
F 0.284954 -2.237685 -0.627273 -0.06 0.40 -0.29 -0.34
F 2.788060 -2.984644 -1.148300 -0.08 0.28 -0.09 -0.32
F 0.158720 -3.517104 1.115823 0.02 -0.14 0.44 -0.32
O -0.138425 2.003431 1.379367 -0.14 0.20 0.25 -0.62
O 2.295594 -1.161848 1.032375 -0.29 0.09 0.00 -0.52
O -5.067082 -2.102835 -1.661786 0.04 0.07 0.06 -0.60
O -6.746826 -1.366812 -0.395362 -0.39 0.17 0.30 -0.68
O 4.373934 -0.345066 0.770026 0.17 0.12 -0.02 -0.58
N -1.098254 0.618038 -0.157712 -0.05 -0.27 -0.35 -0.62
C -2.949342 1.382167 1.261061 0.11 0.10 0.07 -0.23
C 1.256386 1.043490 -0.324801 -0.19 -0.01 0.15 -0.29
C 2.733459 1.715387 -2.130345 -0.03 0.13 -0.15 -0.20
C -4.620071 -0.399720 -0.059049 0.21 0.30 0.24 -0.17
C 3.328969 2.269079 0.008656 0.11 -0.02 0.19 -0.24
C 2.214720 3.229135 -0.421844 -0.04 0.18 0.09 -0.39
C 0.733375 -3.388807 -0.091175 0.22 -0.57 -0.45 0.52
C -3.278125 -0.311909 -0.409705 -0.16 0.00 0.07 -0.22
C 3.191587 -0.162702 0.798880 -0.05 -0.06 0.05 0.82
C 2.799641 -2.468335 1.178986 0.41 -0.54 -0.07 -0.15
C 2.467690 1.139129 0.627827 0.07 0.05 0.14 -0.33
C 2.275344 -3.358276 0.048509 -0.17 0.33 0.18 0.61
C -5.464684 -1.368568 -0.790190 0.01 -0.46 -0.48 0.78
C -0.054069 1.278544 0.411827 0.38 -0.32 -0.31 0.70
C -4.287212 1.288830 1.604718 -0.03 -0.07 -0.07 -0.20
C -2.434160 0.576758 0.246723 -0.44 0.06 0.18 0.23
C 1.546341 2.197036 -1.334430 -0.16 0.08 -0.07 -0.24
C 3.792048 1.755718 -1.331769 0.17 0.14 -0.07 -0.19
C -5.130668 0.406557 0.955501 -0.03 -0.12 -0.12 -0.18
H -4.673026 1.917372 2.392942 -0.02 0.05 0.06 0.22
H -0.880509 -0.010651 -0.919087 0.11 0.13 0.18 0.41
H 2.670495 1.348597 -3.137959 0.06 -0.16 -0.21 0.22
H 2.458738 -2.882436 2.132713 0.05 0.10 -0.15 0.22
H 0.675278 2.514598 -1.902723 -0.03 0.01 -0.02 0.22
H 4.101815 2.645984 0.671281 0.00 0.02 0.03 0.23
H -7.247158 -2.020478 -0.908109 0.32 0.04 -0.05 0.50
H -2.298324 2.068920 1.775509 0.01 0.01 0.00 0.26
H -2.907209 -0.950210 -1.198679 0.04 -0.08 -0.09 0.23
H -6.172207 0.333701 1.223388 -0.07 0.01 0.03 0.23
H 3.896894 -2.453388 1.135704 -0.28 -0.15 0.01 0.24
H 0.414215 -4.223663 -0.733819 0.16 0.17 0.15 0.15
H 1.225148 0.085933 -0.845138 -0.04 0.04 0.04 0.23
H 1.577839 3.553197 0.398471 -0.03 0.00 0.08 0.23
H 4.795570 1.434829 -1.535178 0.18 -0.17 -0.10 0.23
H 2.107207 1.451117 1.615308 0.02 -0.09 -0.08 0.28
H 2.589087 4.091448 -0.970116 0.04 -0.01 -0.05 0.22
```
Positions in Å, forces in eV/Å.

The calculation puts the energy above the lowest of the compared OMol25 structures with the same formula, charge and spin at 0.016 eV. The SMILES is O=C(O)c1cccc(NC(=O)[C@@H]2[C@@H](C(=O)OCC(F)(F)C(F)F)[C@H]3C=C[C@@H]2C3)c1. The calculation puts the gap between HOMO and LUMO at 9.3 eV. As for the HOMO energy: -8.9 eV.



(3)
Entry from the OMol25 dataset: a single C11H12INOS molecule (wB97M-V/def2-TZVPD).

Structure (XYZ):
```
27
Properties=species:S:1:pos:R:3:forces:R:3:nbo_charge:R:1
I -4.912657 -0.150658 -0.862248 -0.47 0.08 -0.78 -0.34
S -3.394370 -0.621989 1.114913 -0.16 -0.12 0.78 1.25
O -2.965259 -2.012861 0.959686 0.34 -0.50 -0.15 -0.94
N -0.570154 0.485847 -1.956681 0.75 1.81 -3.83 -0.65
C -2.302571 1.719252 1.063064 4.71 -0.41 -0.57 -0.13
C 1.910549 -0.850146 -0.066356 1.36 -2.38 0.79 -0.27
C 1.634390 0.364016 0.420642 2.30 -0.02 -0.24 -0.20
C 0.058074 2.220522 0.656777 1.59 -0.84 1.67 -0.16
C 0.344967 0.866910 0.534427 -1.27 1.51 -0.04 -0.15
C 3.470875 -2.724761 -0.432259 -1.64 -0.61 -0.02 -0.39
C -2.079083 0.385271 0.805754 0.11 -0.90 0.00 -0.46
C -1.230790 2.593575 1.065198 -0.31 -0.58 -1.63 -0.34
C 3.291815 -1.452361 -0.052550 -0.78 0.09 -0.53 -0.21
C -0.761511 -0.150053 0.354836 0.73 0.04 -1.36 -0.32
C -0.956636 -0.380037 -1.161386 -1.67 -2.02 3.26 0.29
H -0.827011 0.417330 -2.968365 0.52 0.38 1.32 0.43
H 2.498602 0.993605 0.735310 -0.72 -0.34 -0.38 0.22
H -1.601806 -1.227556 -1.427389 0.20 0.48 -0.31 0.24
H 0.106863 1.196729 -1.604452 -0.58 -0.26 -0.21 0.44
H 1.139368 -1.642197 -0.286817 0.73 1.15 0.02 0.19
H 4.417600 -3.193252 -0.591316 0.57 -0.05 0.28 0.20
H -1.272309 3.609444 1.177112 -1.09 2.42 0.72 0.21
H 2.583548 -3.425487 -0.598559 1.18 1.24 0.01 0.19
H -0.454949 -1.148002 0.695096 -0.50 0.31 0.74 0.25
H 0.912182 3.012478 0.770816 -1.59 -1.72 -0.45 0.22
H 4.162202 -0.835092 0.237792 -0.62 -0.20 -0.35 0.21
H -3.201918 1.949466 1.416950 -3.71 1.42 1.24 0.21
```
Positions in Å, forces in eV/Å.

The calculation puts the energy above the lowest of the compared OMol25 structures with the same formula, charge and spin at 2.369 eV. The calculation puts the gap between HOMO and LUMO (alpha / beta) at 6.0 / 6.0 eV. As for the HOMO energy (alpha / beta): -6.7 / -6.7 eV.



(4)
Entry from the OMol25 dataset: 2 unconnected molecules or ions with the total composition C3H8O3 (wB97M-V/def2-TZVPD).

Structure (XYZ):
```
14
Properties=species:S:1:pos:R:3:forces:R:3:nbo_charge:R:1
O -1.627231 -0.050619 -1.433657 -0.41 0.39 -0.55 -0.68
O 1.980765 -0.231682 1.513721 -0.07 0.08 -0.54 -0.71
O -1.225357 1.640803 -2.860442 -0.55 0.10 -0.27 -0.54
C -0.399826 0.108105 1.377738 -0.15 0.12 1.06 -0.65
C 0.821045 -0.536619 0.741624 -0.33 -0.04 0.28 -0.08
C -0.856935 0.685261 -2.267937 1.18 -0.41 0.87 0.65
H 0.932270 -0.168580 -0.275666 0.22 0.04 -0.22 0.15
H -1.317831 -0.471110 1.241382 0.12 0.14 -0.18 0.21
H -0.243386 0.155642 2.457002 0.11 -0.39 0.10 0.23
H 0.698203 -1.631298 0.690690 -0.06 0.20 0.04 0.16
H -0.589233 1.160106 1.150722 0.18 -0.21 -0.61 0.22
H -1.110463 -0.717999 -0.972069 0.17 -0.04 -0.11 0.49
H 2.723045 -0.299535 0.902593 0.12 0.03 0.32 0.47
H 0.214935 0.357526 -2.265701 -0.52 -0.02 -0.18 0.08
```
Positions in Å, forces in eV/Å.

The calculation puts the energy above the lowest of the compared OMol25 structures with the same formula, charge and spin at 1.253 eV. The SMILES is O=CO.CCO. The calculation puts the gap between HOMO and LUMO at 11.3 eV. As for the HOMO energy: -10.8 eV.